(1)
ORCA calculation (ωB97M-V/def2-TZVPD) on 2 unconnected molecules or ions with the total composition C3H10O in a non-equilibrium geometry.

CARTESIAN COORDINATES (ANGSTROEM)
C 1.352 0.657 0.104
C 1.711 -0.825 -0.155
H 1.037 1.070 -0.810
H 0.604 0.570 0.897
H 2.185 1.235 0.479
H 2.609 -1.207 0.390
H 2.095 -1.037 -1.126
H 0.933 -1.580 0.251
C -2.370 0.454 0.036
O -1.672 -0.774 0.298
H -3.122 0.014 -0.636
H -1.739 1.241 -0.391
H -2.718 1.040 0.904
H -0.906 -0.858 -0.240

Output
- energy relative to the best compared isomer or geometry (same formula, charge and spin) (kJ/mol) = 136.4
- structure (SMILES) = CC.CO
- gap between HOMO and LUMO (eV) = 11.36
- net charge = 0
- E_LUMO (eV) = 1.1

(2)
ORCA calculation (ωB97M-V/def2-TZVPD) on a molecular structure, C31H36BrN6O6STa in a non-equilibrium geometry.

CARTESIAN COORDINATES (ANGSTROEM)
Ta 0.000 0.000 0.000
Br 2.836 -2.865 1.663
C 3.188 -1.251 0.726
C 4.502 -0.883 0.513
C 4.744 0.296 -0.172
C 3.671 1.070 -0.621
C 2.331 0.691 -0.401
N 2.130 -0.530 0.308
C 1.227 1.857 -1.078
O 1.865 2.826 -1.640
O -0.081 1.878 -1.090
H 5.323 -1.493 0.866
H 5.760 0.626 -0.364
H 3.892 1.993 -1.157
C -0.606 -4.172 4.061
O -0.354 -2.835 4.297
C -0.417 -2.203 5.495
C -0.723 -2.904 6.681
C -0.734 -2.255 7.913
C -0.431 -0.898 7.990
C -0.129 -0.183 6.831
C -0.136 -0.805 5.572
N 0.193 -0.009 4.426
C -0.196 -0.283 3.060
N -1.498 -0.895 2.884
C -2.290 -1.288 1.734
C -1.871 -1.024 0.373
C -2.629 -1.382 -0.709
C -3.915 -2.067 -0.493
C -4.326 -2.324 0.754
C -3.488 -1.920 1.930
O -3.908 -2.182 3.201
C -5.086 -2.808 3.548
N 0.548 0.125 2.095
C 1.866 0.754 2.228
C 2.188 1.754 1.294
C 3.416 2.413 1.330
C 4.360 2.074 2.291
C 4.089 1.060 3.211
C 2.853 0.377 3.190
O 2.617 -0.660 4.039
C 3.464 -1.120 5.026
H -0.473 -4.379 2.980
H -1.653 -4.418 4.342
H 0.105 -4.804 4.633
H -0.944 -3.964 6.661
H -0.968 -2.808 8.814
H -0.432 -0.398 8.950
H 0.102 0.873 6.915
H 0.696 0.872 4.600
H -1.984 -1.041 3.775
H -2.292 -1.165 -1.718
H -4.525 -2.358 -1.342
H -5.276 -2.827 0.893
H -5.146 -2.877 4.654
H -5.113 -3.835 3.128
H -5.955 -2.220 3.182
H 1.467 2.039 0.538
H 3.633 3.190 0.608
H 5.314 2.585 2.316
H 4.860 0.806 3.925
H 2.980 -1.969 5.550
H 3.661 -0.315 5.766
H 4.418 -1.474 4.581
C 2.066 -5.498 -2.884
N 1.645 -4.389 -2.060
C 1.397 -3.121 -2.453
N 1.590 -2.814 -3.749
S 0.844 -1.984 -1.380
H 2.108 -6.397 -2.265
H 3.056 -5.283 -3.295
H 1.352 -5.637 -3.700
H 1.461 -4.570 -1.080
H 2.123 -3.409 -4.364
H 1.468 -1.848 -4.031
C -0.482 0.152 -3.504
O -0.346 -0.017 -2.105
H -1.542 0.159 -3.770
H 0.029 -0.664 -4.021
H -0.030 1.104 -3.793
H -0.765 -0.888 -1.878
H -0.614 1.445 1.005

Output
- energy relative to the best compared isomer or geometry (same formula, charge and spin) (kJ/mol) = 746.7
- gap between HOMO and LUMO (eV) = 5.54
- net charge = +2
- E_LUMO (eV) = -7.0

(3)
ORCA calculation (ωB97M-V/def2-TZVPD) on 2 unconnected molecules or ions with the total composition C2H7NS2 in a non-equilibrium geometry.

CARTESIAN COORDINATES (ANGSTROEM)
S 1.659 3.505 -2.742
S 0.676 1.868 -3.726
H 2.016 4.056 -3.915
H 1.814 1.293 -4.004
C -0.638 -0.523 0.895
C -0.334 -1.496 1.804
N -1.228 -2.092 2.622
H -1.566 0.038 0.886
H -0.344 -0.580 -0.147
H 0.687 -1.875 1.912
H -1.881 -1.459 3.088
H -0.861 -2.735 3.328

Output
- energy relative to the best compared isomer or geometry (same formula, charge and spin) (kJ/mol) = 76.6
- gap between HOMO and LUMO (spin up / spin down) (eV) = 6.57 / 3.66
- 2S+1 = 2
- net charge = +1
- E_LUMO (spin up / spin down) (eV) = -5.1 / -8.0

(4)
ORCA calculation (ωB97M-V/def2-TZVPD) on a single C4H9N3 molecule in a non-equilibrium geometry.

CARTESIAN COORDINATES (ANGSTROEM)
C -0.138 -0.809 0.434
C -0.554 0.245 -0.497
C -1.483 1.336 -0.081
N -0.342 -2.183 -0.011
N 1.296 0.960 -0.274
C 1.439 -0.404 0.524
N 2.441 -0.966 0.863
H -0.576 -0.677 1.425
H -0.539 -0.001 -1.555
H 0.063 -2.301 -0.937
H 0.226 -2.777 0.594
H 2.056 1.017 -0.958
H 1.345 1.744 0.380
H -1.311 1.639 0.954
H -2.513 0.961 -0.137
H -1.409 2.214 -0.725

Output
- energy relative to the best compared isomer or geometry (same formula, charge and spin) (kJ/mol) = 382.4
- gap between HOMO and LUMO (spin up / spin down) (eV) = 7.48 / 7.48
- net charge = 0
- E_LUMO (spin up / spin down) (eV) = 0.2 / 0.2

(5)
ORCA calculation (ωB97M-V/def2-TZVPD) on a single C5H14N2 molecule in a non-equilibrium geometry.

CARTESIAN COORDINATES (ANGSTROEM)
C -2.679 1.506 -0.934
C -1.588 0.469 -1.102
C -0.188 1.074 -1.190
C 0.501 0.886 0.224
N 1.356 -0.313 0.193
C 1.445 -1.025 1.442
N 1.315 -2.470 1.229
H -2.823 2.094 -1.844
H -2.484 2.158 -0.078
H -3.654 1.025 -0.772
H -1.740 -0.049 -2.071
H -1.741 -0.328 -0.370
H 0.465 0.607 -1.925
H -0.209 2.137 -1.425
H -0.226 0.944 1.031
H 1.196 1.731 0.253
H 1.004 -0.970 -0.494
H 2.429 -0.784 1.892
H 0.696 -0.772 2.205
H 0.948 -2.928 2.034
H 2.202 -2.890 0.972

Output
- energy relative to the best compared isomer or geometry (same formula, charge and spin) (kJ/mol) = 104.0
- structure (SMILES) = CCCCNCN
- gap between HOMO and LUMO (eV) = 9.86
- net charge = 0
- E_LUMO (eV) = 1.2

(6)
ORCA calculation (ωB97M-V/def2-TZVPD) on a molecular structure, C3HFeO2 in a non-equilibrium geometry.

CARTESIAN COORDINATES (ANGSTROEM)
C -1.629 1.135 -0.356
H -2.280 1.989 -0.417
C -0.864 0.216 -0.168
O -0.224 -1.655 -0.226
C 0.325 -0.708 0.419
Fe 3.193 -0.705 0.631
O 1.479 -0.272 0.117

Output
- gap between HOMO and LUMO (spin up / spin down) (eV) = 5.49 / 7.13
- 2S+1 = 7
- net charge = +1
- E_LUMO (spin up / spin down) (eV) = -6.7 / -8.6

(7)
ORCA calculation (ωB97M-V/def2-TZVPD) on a single C2H3N3O2 molecule in a non-equilibrium geometry.

CARTESIAN COORDINATES (ANGSTROEM)
H -1.652 0.072 2.350
N -1.712 0.175 1.330
N -0.624 0.270 0.777
C 0.010 -0.030 -0.313
C 1.033 0.729 -0.858
N 1.310 1.911 -0.228
O 0.528 2.127 0.746
O 2.237 2.628 -0.542
H -0.185 -1.018 -0.720
H 1.649 0.417 -1.680

Output
- energy relative to the best compared isomer or geometry (same formula, charge and spin) (kJ/mol) = 650.1
- structure (SMILES) = [H]/N=N/C=C\[N+](=O)[O-]
- gap between HOMO and LUMO (eV) = 7.89
- net charge = 0
- E_LUMO (eV) = -0.9

(8)
ORCA calculation (ωB97M-V/def2-TZVPD) on a molecular structure, C23H44BF4N3Tc in a non-equilibrium geometry.

CARTESIAN COORDINATES (ANGSTROEM)
Tc -0.658 -0.364 0.853
C -3.068 -0.455 2.764
C -3.518 0.075 1.408
N -2.749 -0.599 0.319
C -3.133 -2.042 0.144
C -1.907 -2.948 0.071
N -0.906 -2.539 1.080
C -1.259 -2.949 2.473
C -1.070 -1.786 3.439
N -1.585 -0.545 2.809
H -3.447 0.198 3.550
H -3.486 -1.444 2.943
H -4.592 -0.083 1.290
H -3.327 1.147 1.331
H -2.999 -0.119 -0.541
H -3.777 -2.339 0.971
H -3.715 -2.169 -0.768
H -2.213 -3.988 0.212
H -1.437 -2.870 -0.906
H -0.012 -2.960 0.840
H -2.293 -3.293 2.482
H -0.639 -3.785 2.794
H -1.576 -1.993 4.385
H -0.014 -1.638 3.655
H -1.211 0.243 3.339
C -0.412 1.147 -0.768
C 0.243 0.043 -1.405
C 1.683 0.158 -0.976
C 1.820 1.351 -0.274
C 0.577 1.980 -0.116
C 0.317 3.353 0.402
C -1.152 3.552 0.792
C 1.214 3.716 1.593
C 0.664 4.276 -0.795
C 2.882 -0.738 -1.166
C 3.617 -0.951 0.176
C 3.877 -0.007 -2.102
C 2.562 -2.122 -1.729
C -0.278 -0.447 -2.771
C -0.501 -1.965 -2.927
C -1.624 0.205 -3.129
C 0.733 0.048 -3.829
H -1.325 1.584 -1.144
H 2.748 1.716 0.137
H -1.455 2.820 1.549
H -1.825 3.484 -0.064
H -1.275 4.543 1.226
H 0.950 3.125 2.469
H 1.079 4.769 1.834
H 2.269 3.555 1.374
H 0.049 4.050 -1.668
H 1.715 4.181 -1.068
H 0.480 5.309 -0.500
H 3.844 -0.019 0.689
H 4.559 -1.459 -0.026
H 3.032 -1.574 0.853
H 4.255 0.905 -1.641
H 3.433 0.253 -3.061
H 4.725 -0.667 -2.287
H 1.787 -2.607 -1.129
H 3.454 -2.745 -1.680
H 2.250 -2.079 -2.770
H -1.520 -2.228 -2.634
H 0.197 -2.574 -2.366
H -0.402 -2.233 -3.980
H -2.393 0.015 -2.375
H -1.979 -0.228 -4.064
H -1.530 1.281 -3.285
H 1.615 -0.586 -3.880
H 1.047 1.074 -3.625
H 0.260 0.033 -4.812
F 2.713 1.313 2.908
B 1.809 0.542 3.478
F 2.144 -0.571 4.106
F 0.604 1.085 3.774
F 1.056 -0.425 1.748

Output
- energy relative to the best compared isomer or geometry (same formula, charge and spin) (kJ/mol) = 56.0
- gap between HOMO and LUMO (spin up / spin down) (eV) = 7.31 / 6.70
- 2S+1 = 4
- net charge = +2
- E_LUMO (spin up / spin down) (eV) = -7.6 / -8.1

> net charge of number 6 (C3HFeO2)?

+1

> Which formula does entry 4 have?

C4H9N3